P:
Molecular formula: C41H55N11O6S3Zr
Method: DFT, wB97M-V/def2-TZVPD

```
117
Properties=species:S:1:pos:R:3:mulliken_charge:R:1
Zr 0.166 -0.264 0.764 0.355
C -2.008 0.672 -4.455 -1.736
C -1.480 0.730 -3.057 0.172
N -0.784 1.698 -2.604 0.373
O -0.564 2.677 -3.554 -0.572
C -1.726 -0.399 -2.109 0.738
C -2.775 -1.416 -2.415 -1.653
N -0.972 -0.482 -1.085 0.370
O -1.093 -1.529 -0.216 -0.837
H -1.237 0.993 -5.153 0.419
H -2.844 1.365 -4.569 0.324
H -2.344 -0.325 -4.721 0.470
H 0.056 3.283 -3.126 0.312
H -3.656 -0.931 -2.835 0.537
H -3.048 -1.953 -1.512 0.026
H -2.412 -2.142 -3.147 0.432
N 2.343 -8.271 1.871 -0.464
C 2.452 -6.916 1.790 1.001
C 1.336 -6.127 1.463 -0.889
C 1.437 -4.755 1.422 -0.483
C 2.656 -4.145 1.696 0.153
C 3.778 -4.910 2.003 -0.809
C 3.676 -6.282 2.050 -0.776
S 2.793 -2.420 1.799 1.504
O 2.253 -2.000 3.094 -0.918
O 4.129 -1.998 1.508 -0.732
N 1.729 -1.794 0.709 0.937
C 2.199 -1.624 -0.588 0.337
N 2.942 -2.536 -1.197 -0.555
C 3.314 -2.233 -2.435 -0.557
C 2.921 -1.060 -3.078 -1.097
C 2.130 -0.192 -2.364 0.042
N 1.788 -0.455 -1.096 0.644
H 1.513 -8.732 1.546 0.202
H 3.166 -8.837 1.966 0.203
H 0.394 -6.610 1.235 0.326
H 0.575 -4.154 1.155 0.421
H 4.726 -4.425 2.194 0.489
H 4.547 -6.880 2.285 0.320
H 3.942 -2.959 -2.938 0.493
H 3.224 -0.841 -4.091 0.456
H 1.767 0.737 -2.787 0.452
O -0.151 -1.437 2.680 -0.412
H -0.717 -1.248 3.435 0.287
H 0.772 -1.679 3.020 0.101
N 5.233 3.030 5.021 -0.328
C 3.930 3.319 4.821 -0.006
O 3.352 4.269 5.302 -0.584
C 3.168 2.386 3.910 0.612
C 3.704 1.846 2.750 -1.045
C 2.889 1.089 1.929 -0.398
N 1.604 0.851 2.211 0.998
C 1.096 1.361 3.346 -0.647
C 1.836 2.134 4.211 -0.715
H 5.760 3.620 5.645 0.254
H 5.644 2.166 4.716 0.195
H 4.732 2.018 2.464 0.508
H 3.279 0.647 1.020 0.399
H 0.050 1.154 3.542 0.249
H 1.393 2.560 5.100 0.573
C -5.528 -0.880 7.461 -1.365
C -4.719 -0.619 6.198 0.016
C -5.499 0.199 5.174 -1.021
C -4.704 0.542 3.924 -0.608
N -4.360 -0.684 3.201 0.389
C -3.340 -0.851 2.369 0.053
S -2.362 0.496 1.911 -0.125
N -3.093 -2.057 1.854 0.313
C -3.735 -3.327 2.189 -1.020
C -4.682 -3.800 1.091 -0.592
C -5.945 -2.949 0.970 -0.170
C -6.919 -3.137 2.130 -1.290
H -4.964 -1.473 8.180 0.379
H -6.448 -1.421 7.233 0.328
H -5.807 0.056 7.947 0.343
H -4.411 -1.574 5.760 0.162
H -3.797 -0.085 6.451 0.250
H -5.825 1.137 5.628 0.460
H -6.414 -0.333 4.889 0.326
H -3.777 1.055 4.179 0.428
H -5.276 1.199 3.266 0.347
H -5.012 -1.447 3.303 -0.269
H -2.432 -2.059 1.086 0.056
H -4.260 -3.225 3.138 0.505
H -2.941 -4.056 2.359 0.342
H -4.952 -4.840 1.291 0.466
H -4.135 -3.797 0.143 0.232
H -6.455 -3.207 0.041 0.445
H -5.665 -1.893 0.875 0.180
H -7.217 -4.183 2.219 0.378
H -7.822 -2.546 1.985 0.353
H -6.499 -2.847 3.098 0.248
N -0.242 1.861 0.351 1.272
S 0.094 3.299 0.991 0.494
C 1.202 4.120 -0.147 0.385
C 1.818 3.387 -1.148 -0.263
C 2.705 4.033 -2.003 -0.669
C 2.969 5.385 -1.841 -0.646
C 2.355 6.100 -0.819 -0.670
C 1.467 5.470 0.038 -0.818
C -1.361 4.293 0.836 0.492
C -1.968 4.690 2.018 -0.412
C -3.126 5.454 1.954 -0.750
C -3.656 5.802 0.722 -0.485
C -3.041 5.389 -0.457 -0.834
C -1.884 4.633 -0.406 -0.096
H -0.605 1.972 -0.601 -0.520
H 1.610 2.330 -1.247 0.432
H 3.197 3.476 -2.790 0.519
H 3.659 5.884 -2.507 0.446
H 2.569 7.152 -0.688 0.457
H 0.982 6.028 0.830 0.520
H -1.540 4.413 2.973 0.503
H -3.606 5.781 2.866 0.450
H -4.553 6.405 0.674 0.438
H -3.461 5.667 -1.414 0.470
H -1.397 4.319 -1.320 0.275
```

As for the net charge: +2.



Q:
Molecular formula: C41H55N11O6S3Zr
Method: DFT, wB97M-V/def2-TZVPD

```
117
Properties=species:S:1:pos:R:3:mulliken_charge:R:1
Zr 0.017 -0.807 0.261 -0.671
C 1.841 -1.214 5.441 -1.683
C 1.655 -0.701 4.049 0.437
N 1.157 0.431 3.736 0.394
O 0.749 1.146 4.843 -0.537
C 2.057 -1.542 2.891 0.222
C 3.204 -2.491 2.976 -1.840
N 1.334 -1.426 1.850 1.206
O 1.531 -2.146 0.721 -0.657
H 1.048 -0.845 6.087 0.452
H 2.789 -0.862 5.854 0.356
H 1.849 -2.303 5.461 0.416
H 0.357 1.945 4.469 0.342
H 4.012 -2.065 3.570 0.439
H 3.563 -2.738 1.980 0.410
H 2.892 -3.418 3.464 0.389
N 2.644 1.135 -7.922 -0.467
C 2.135 0.677 -6.752 1.154
C 2.876 -0.208 -5.948 -1.023
C 2.367 -0.663 -4.756 -0.389
C 1.103 -0.247 -4.342 -0.561
C 0.350 0.626 -5.127 -0.491
C 0.860 1.086 -6.317 -1.046
S 0.463 -0.815 -2.848 2.196
O -0.988 -0.894 -2.955 -1.101
O 1.158 -2.014 -2.436 -0.610
N 0.665 0.265 -1.628 0.926
C 1.929 0.654 -1.224 0.393
N 2.884 1.067 -2.043 -0.528
C 4.030 1.409 -1.461 -0.823
C 4.236 1.352 -0.086 -1.086
C 3.178 0.907 0.679 -0.285
N 2.022 0.574 0.112 0.667
H 3.501 0.762 -8.287 0.201
H 2.076 1.676 -8.549 0.202
H 3.853 -0.538 -6.280 0.324
H 2.934 -1.348 -4.141 0.553
H -0.643 0.916 -4.812 0.587
H 0.273 1.750 -6.939 0.327
H 4.822 1.739 -2.125 0.533
H 5.181 1.628 0.356 0.538
H 3.232 0.816 1.758 0.493
O -1.997 -0.089 -0.647 -0.637
H -1.947 0.884 -0.549 0.179
H -1.890 -0.283 -1.611 0.509
N -5.058 -0.501 5.796 -0.348
C -4.402 -1.530 5.217 0.168
O -4.607 -2.698 5.463 -0.583
C -3.373 -1.171 4.168 0.839
C -3.449 -0.057 3.349 -1.321
C -2.506 0.110 2.349 -0.653
N -1.500 -0.744 2.144 1.579
C -1.431 -1.818 2.951 -0.638
C -2.337 -2.071 3.954 -1.077
H -5.720 -0.720 6.524 0.256
H -4.747 0.450 5.709 0.192
H -4.252 0.663 3.437 0.500
H -2.584 0.954 1.681 0.382
H -0.629 -2.519 2.762 0.521
H -2.273 -2.970 4.551 0.649
C -0.918 6.295 -2.115 -0.903
C -2.044 5.392 -2.609 -0.730
C -2.087 4.004 -1.973 -0.571
C -0.852 3.141 -2.219 0.006
N 0.296 3.489 -1.381 -0.137
C 0.453 3.211 -0.090 -0.152
S -0.657 2.241 0.796 -0.294
N 1.522 3.748 0.511 0.311
C 1.841 3.654 1.933 0.167
C 1.091 4.668 2.792 -0.695
C 1.256 6.117 2.339 -0.326
C 2.704 6.595 2.311 -1.204
H -1.056 7.314 -2.474 0.421
H 0.061 5.971 -2.477 0.189
H -0.885 6.329 -1.023 0.170
H -1.979 5.288 -3.696 0.321
H -3.000 5.880 -2.411 0.406
H -2.949 3.461 -2.371 0.470
H -2.246 4.088 -0.894 0.233
H -0.511 3.246 -3.251 0.614
H -1.059 2.083 -2.071 -0.692
H 0.988 4.089 -1.805 0.377
H 2.061 4.417 -0.020 0.364
H 2.919 3.804 2.014 0.738
H 1.627 2.634 2.249 -1.014
H 1.462 4.564 3.818 0.562
H 0.029 4.406 2.801 0.262
H 0.679 6.753 3.012 0.433
H 0.800 6.246 1.352 -0.044
H 3.178 6.470 3.287 0.297
H 2.762 7.650 2.049 0.398
H 3.310 6.050 1.582 0.259
N -1.117 -2.605 -0.159 -0.046
S -0.635 -4.144 0.036 0.413
C -2.084 -5.013 0.613 0.702
C -3.157 -4.306 1.130 -0.407
C -4.228 -5.011 1.665 -0.760
C -4.211 -6.397 1.679 -0.549
C -3.124 -7.091 1.158 -0.679
C -2.048 -6.402 0.625 -0.588
C -0.395 -4.836 -1.574 0.713
C 0.913 -5.115 -1.940 -0.386
C 1.157 -5.598 -3.218 -0.611
C 0.104 -5.780 -4.100 -0.560
C -1.203 -5.489 -3.720 -0.811
C -1.463 -5.017 -2.446 -0.363
H -1.895 -2.537 -0.811 0.479
H -3.160 -3.224 1.118 0.321
H -5.072 -4.474 2.075 0.449
H -5.046 -6.942 2.098 0.414
H -3.114 -8.172 1.169 0.428
H -1.201 -6.940 0.215 0.476
H 1.724 -4.944 -1.244 0.469
H 2.169 -5.828 -3.522 0.454
H 0.297 -6.157 -5.096 0.434
H -2.018 -5.640 -4.414 0.454
H -2.478 -4.808 -2.132 0.441
```

As for the net charge: +2.



Q: Which of them is the least stable? A: Q.



P:
Molecular formula: C6H13BO2
Method: DFT, wB97M-V/def2-TZVPD

```
22
Properties=species:S:1:pos:R:3:mulliken_charge:R:1
B 1.930 0.149 0.102 0.633
C -0.314 0.190 -1.298 -0.729
C 0.636 -0.556 -0.442 0.300
C -1.194 0.476 -0.059 0.800
C 0.426 -2.083 -0.072 -1.314
C -2.223 -0.438 0.320 -1.011
C -1.001 1.755 0.529 -1.073
O 2.065 1.538 -0.386 -0.627
O 2.952 -0.512 0.775 -0.622
H 0.202 1.146 -1.728 0.294
H -0.817 -0.418 -2.172 0.281
H 1.336 -2.649 -0.219 0.429
H -0.491 -2.646 -0.635 0.325
H 0.269 -2.207 1.120 0.242
H -2.357 -0.577 1.383 0.273
H -1.888 -1.342 -0.174 0.186
H -3.368 -0.110 0.023 0.273
H -1.047 1.932 1.698 0.242
H -1.706 2.500 -0.033 0.280
H 0.015 2.084 0.220 0.248
H 2.618 2.038 0.237 0.254
H 3.955 -0.270 0.812 0.315
```



Q:
Molecular formula: C6H13BO2
Method: DFT, wB97M-V/def2-TZVPD

```
22
Properties=species:S:1:pos:R:3:mulliken_charge:R:1
B -0.217 0.718 -1.431 0.580
C 1.764 2.347 -1.808 -0.612
C 0.523 1.941 -2.015 -0.197
C -1.133 0.029 1.605 -1.554
C -0.697 -1.941 0.247 -1.464
C 1.036 -1.062 1.752 -1.611
C -0.059 -0.667 0.794 1.405
O -1.500 0.382 -1.743 -0.550
O 0.462 0.177 -0.206 -0.489
H 2.246 3.307 -2.096 0.253
H 2.401 1.722 -1.184 0.190
H -0.068 2.445 -2.672 0.304
H -0.739 0.761 2.198 0.474
H -1.897 0.459 0.844 0.271
H -1.565 -0.791 2.114 0.448
H -0.988 -2.675 1.019 0.418
H -0.041 -2.656 -0.316 0.373
H -1.572 -1.778 -0.437 0.286
H 1.623 -1.769 1.321 0.498
H 1.724 -0.212 2.061 0.330
H 0.403 -1.530 2.532 0.356
H -1.708 0.790 -2.578 0.290
```



Q: Which of them is the least stable? A: P.



P:
Molecular formula: CHNO2S
Method: DFT, wB97M-V/def2-TZVPD

```
6
Properties=species:S:1:pos:R:3:mulliken_charge:R:1
C 1.754 1.164 1.738 0.637
N 0.871 0.683 1.072 -0.313
O 2.640 1.578 2.363 -0.391
O 0.361 1.567 -1.351 -0.480
S -0.237 0.943 -0.192 0.380
H -0.217 -0.481 -0.639 0.167
```



Q:
Molecular formula: CHNO2S
Method: DFT, wB97M-V/def2-TZVPD

```
6
Properties=species:S:1:pos:R:3:mulliken_charge:R:1
C -0.417 1.455 0.539 -0.141
N 0.275 0.367 0.124 0.233
O 1.223 -0.572 -0.676 -0.339
O -2.030 -0.763 -0.098 -0.495
S -1.071 -0.303 0.913 0.424
H 2.020 -0.185 -0.802 0.318
```



Q: Which of them is the least stable? A: Q.